Entry 1:
40
Properties=species:S:1:pos:R:3 method="wB97M-V/def2-TZVPD" de_lowest_kcal_mol=17.8 total_charge=-1 homo_energy_ha="-0.1821 / -0.1839" lumo_energy_ev="2.5 / 2.5" orbital_gap_ev="7.41 / 7.46" max_force_ha_per_bohr=0.0277 spin_multiplicity=1
Pt -0.55 -1.13 -0.62
N -1.10 0.97 -0.99
C 0.10 1.82 -1.09
C 0.07 3.02 -0.13
C 0.00 2.67 1.36
C 1.34 2.44 2.04
N 1.96 1.14 1.77
C 1.43 -0.02 2.15
N 0.46 -0.09 3.05
N 1.94 -1.17 1.67
C 1.39 1.00 -0.91
O 2.45 1.62 -0.84
O 1.30 -0.27 -0.80
H -1.64 0.94 -1.84
H -1.70 1.12 -0.18
H 0.16 2.21 -2.11
H -0.80 3.62 -0.39
H 0.95 3.63 -0.33
H -0.67 1.82 1.52
H -0.47 3.51 1.88
H 1.24 2.56 3.12
H 2.07 3.18 1.71
H 2.57 1.12 0.97
H -0.08 0.76 3.19
H -0.17 -0.90 2.89
H 2.33 -1.09 0.74
H 1.31 -1.96 1.75
O -3.19 -1.99 2.33
S -2.30 -1.33 1.41
O -2.26 0.13 1.61
O -0.88 -1.88 1.57
O -2.55 -1.63 -0.07
F -1.24 -4.95 -3.23
C -1.30 -3.65 -3.56
F -1.47 -3.58 -4.89
F -2.39 -3.13 -2.99
S 0.23 -2.76 -3.03
O -0.18 -1.36 -3.09
O 1.22 -3.16 -4.00
O 0.43 -3.23 -1.66

---

Entry 2:
22
Properties=species:S:1:pos:R:3 method="wB97M-V/def2-TZVPD" de_lowest_kcal_mol=64.2 homo_energy_ha=-0.2715 lumo_energy_ev=0.4 orbital_gap_ev=7.76 max_force_ha_per_bohr=0.0667 spin_multiplicity=1
C -2.48 1.66 1.15
C -1.51 2.29 0.42
C -2.35 0.34 1.51
C -0.43 1.58 0.02
C -1.27 -0.40 1.08
C -0.29 0.23 0.32
C 2.21 0.05 -0.12
C 0.96 -0.70 0.05
C 2.88 -0.42 -1.20
C 0.90 -1.71 -1.10
N 1.99 -1.56 -1.74
O 3.88 -0.33 -1.86
O -0.17 -2.48 -1.40
H -3.37 2.35 1.45
H -1.53 3.27 0.19
H -3.21 -0.12 2.11
H 0.45 1.85 -0.52
H -1.28 -1.45 1.55
H 2.19 0.90 0.51
H 0.92 -1.26 0.97
H 2.31 -2.17 -2.48
H -0.81 -1.93 -0.92